92
Properties=species:S:1:pos:R:3:mulliken_charge:R:1 method="wB97M-V/def2-TZVPD" lumo_ev=3.730 e_homo_ev=-2.746 e_above_lowest_kj_mol=20.5 energy_ev=-211573.032 charge=-2
Y 14.841 10.348 14.662 1.1869
O 10.385 10.914 14.221 -0.7230
C 10.021 10.071 15.201 0.2505
C 8.718 10.260 15.707 -0.3493
C 8.215 9.589 16.795 -0.5383
C 9.007 8.593 17.397 -0.6336
C 10.234 8.270 16.825 -0.3593
C 10.754 9.042 15.774 0.2623
C 12.197 8.937 15.385 0.7445
O 12.578 9.611 14.332 -0.9013
N 12.927 8.117 16.065 -0.7502
N 14.229 8.078 15.537 0.5604
C 15.000 7.066 15.726 -1.0776
C 16.172 6.766 14.978 0.7342
C 16.802 5.523 15.115 -0.6312
C 17.819 5.095 14.337 -0.7272
C 18.217 5.861 13.227 -0.2744
C 17.593 7.048 12.969 -0.6169
C 16.629 7.628 13.895 0.4221
O 16.161 8.811 13.728 -0.4577
H 11.331 10.692 13.983 0.3805
H 8.219 11.140 15.269 0.2993
H 7.234 9.829 17.139 0.3948
H 8.740 8.025 18.282 0.3700
H 10.813 7.463 17.189 0.5182
H 14.590 6.366 16.448 0.2808
H 16.478 4.970 15.969 0.3224
H 18.309 4.210 14.576 0.4417
H 19.098 5.522 12.644 0.3118
H 17.846 7.734 12.114 0.2491
O 16.326 10.869 18.550 -0.5296
C 17.540 10.328 18.688 0.7181
C 17.985 10.050 19.973 -0.6638
C 19.186 9.418 20.164 -0.2756
C 20.027 9.109 19.153 -0.8990
C 19.657 9.515 17.849 -0.7039
C 18.389 10.045 17.597 0.3244
C 17.976 10.269 16.091 -0.4056
O 16.671 10.419 15.884 1.1312
N 18.766 11.375 15.631 -0.0822
N 18.933 11.444 14.278 -0.2880
C 18.837 12.539 13.662 -0.5983
C 18.778 12.466 12.157 0.6192
Br 19.494 14.130 11.421 -0.2228
C 18.205 11.534 11.429 -0.1937
C 18.423 11.315 9.980 -0.0310
C 17.808 11.968 8.893 -0.2492
C 18.072 11.492 7.626 -0.5155
C 18.893 10.416 7.378 -0.4149
C 19.542 9.816 8.427 -0.6315
C 19.297 10.246 9.709 -0.5394
H 15.951 10.920 17.630 -0.0328
H 17.261 10.209 20.786 0.3306
H 19.365 9.076 21.192 0.2870
H 20.903 8.522 19.344 0.3971
H 20.194 9.166 16.984 0.4095
H 18.500 9.390 15.620 0.1414
H 18.399 12.220 16.094 0.1144
H 18.551 13.469 14.108 0.5237
H 17.943 10.728 12.128 0.1411
H 17.083 12.682 9.102 0.6169
H 17.763 11.970 6.721 0.3354
H 19.088 10.060 6.419 0.4453
H 20.172 8.975 8.220 0.3437
H 19.769 9.872 10.591 0.4144
Br 16.790 14.100 17.047 -0.1383
C 16.356 14.588 15.247 -0.0486
C 16.706 15.867 14.767 -0.6451
C 16.400 16.107 13.440 -0.2841
C 15.834 15.139 12.676 -0.7263
C 15.644 13.864 13.202 0.5383
N 15.959 13.577 14.492 0.4669
C 15.110 12.763 12.276 0.0657
O 14.896 13.118 11.127 -0.8024
O 15.031 11.587 12.765 -0.4884
H 17.241 16.562 15.359 0.5009
H 16.674 17.056 12.985 0.3553
H 15.536 15.206 11.583 0.3435
N 9.511 13.298 23.100 -0.5745
C 10.168 13.115 22.180 0.1054
C 10.969 12.842 21.005 0.5837
C 10.362 12.282 19.860 -0.7864
C 11.099 11.978 18.735 0.1366
C 12.464 12.310 18.696 -0.1154
C 13.124 12.736 19.897 -0.4572
C 12.387 13.049 21.049 -0.7245
C 13.258 12.149 17.479 0.2847
C 13.779 11.652 16.476 -0.9705
H 9.304 12.168 19.909 0.4618
H 10.583 11.525 17.897 0.3996
H 14.192 12.825 19.893 0.5175
H 12.817 13.422 22.034 0.2959